No. 1
{
  "formula": "C43H86BF3O11",
  "method": "ωB97M-V with the def2-TZVPD basis set",
  "elements": ["C", "C", "O", "C", "C", "O", "C", "C", "C", "C", "C", "C", "C", "C", "C", "C", "C", "C", "C", "O", "O", "C", "B", "O", "O", "C", "C", "C", "C", "C", "F", "C", "F", "F", "C", "O", "C", "C", "H", "H", "H", "H", "H", "H", "H", "H", "H", "H", "H", "H", "H", "H", "H", "H", "H", "H", "H", "H", "H", "H", "H", "H", "H", "H", "H", "H", "H", "H", "H", "H", "H", "H", "H", "H", "H", "H", "H", "H", "H", "H", "H", "H", "H", "H", "C", "C", "O", "C", "C", "H", "H", "H", "H", "H", "H", "H", "H", "H", "H", "C", "C", "O", "C", "C", "H", "H", "H", "H", "H", "H", "H", "H", "H", "H", "C", "C", "O", "C", "C", "H", "H", "H", "H", "H", "H", "H", "H", "H", "H", "C", "C", "O", "C", "C", "H", "H", "H", "H", "H", "H", "H", "H", "H", "H"],
  "coordinates": [[-2.0893, 6.8081, -5.1848], [-2.7380, 6.0363, -4.0259], [-2.7111, 4.6323, -4.2225], [-1.5607, 4.0016, -3.6784], [-1.3663, 2.6554, -4.3804], [-1.2202, 1.5872, -3.4640], [0.1044, 1.1906, -3.1651], [0.3605, 1.1414, -1.6261], [1.2103, 2.3387, -1.1676], [2.7449, 2.1715, -1.2696], [3.5144, 3.0090, -2.3172], [3.5969, 2.3080, -3.6836], [3.0334, 4.4811, -2.3799], [2.2944, 4.9098, -3.6522], [3.1934, 5.2864, -4.8014], [2.7982, 5.4289, -6.0545], [1.3733, 5.1377, -6.4668], [3.7631, 5.8575, -7.1350], [-1.0330, 1.2656, -0.9931], [-1.5665, 2.2423, -0.5995], [-1.5981, 0.0455, -0.9024], [-0.6142, -0.9539, -1.2167], [-0.7706, -2.2626, -0.3559], [-1.7929, -2.3685, 0.5408], [0.1303, -3.3153, -0.5124], [-0.2397, -4.3362, -1.4405], [0.7881, -0.2638, -1.1275], [1.7896, -1.0378, -2.0324], [3.0832, -1.5346, -1.3661], [4.1120, -1.9171, -2.3979], [3.7143, -2.0132, -3.6807], [5.3790, -2.1281, -2.1386], [6.3479, -2.2464, -3.0140], [5.8391, -2.2035, -0.9039], [1.2288, -0.2633, 0.3445], [0.1946, 0.2584, 1.1535], [0.0724, -0.3648, 2.4258], [-0.5599, 0.5847, 3.4412], [-1.1251, 7.2393, -4.9094], [-2.7431, 7.6082, -5.5378], [-1.9409, 6.1182, -6.0202], [-2.2431, 6.2816, -3.0776], [-3.7907, 6.3072, -3.9254], [-0.6875, 4.6571, -3.8025], [-1.7005, 3.8212, -2.6040], [-0.5199, 2.6915, -5.0783], [-2.2630, 2.4669, -4.9768], [0.2912, 0.2249, -3.6453], [0.8145, 1.9047, -3.5902], [0.9490, 2.4968, -0.1172], [0.8556, 3.2291, -1.6922], [3.1627, 2.4139, -0.2867], [3.0088, 1.1255, -1.4437], [4.5553, 3.0443, -1.9744], [3.8842, 1.2608, -3.5287], [4.3783, 2.7487, -4.3085], [2.6581, 2.3095, -4.2387], [2.3720, 4.6854, -1.5327], [3.8915, 5.1486, -2.2447], [1.6786, 5.7873, -3.4057], [1.5883, 4.1371, -3.9783], [4.2415, 5.4774, -4.5722], [1.2071, 4.0609, -6.5821], [1.1412, 5.6104, -7.4246], [0.6577, 5.5311, -5.7405], [4.2276, 4.9953, -7.6259], [3.2343, 6.4061, -7.9207], [4.5405, 6.5149, -6.7436], [-0.7641, -1.2368, -2.2727], [-1.6340, -3.0996, 1.1526], [-0.0533, -5.3087, -0.9811], [-1.3053, -4.2825, -1.6855], [0.3324, -4.2555, -2.3698], [2.0774, -0.4037, -2.8739], [1.2970, -1.9102, -2.4707], [3.5340, -0.7683, -0.7337], [2.8685, -2.4051, -0.7385], [1.4673, -1.2928, 0.6429], [2.1360, 0.3367, 0.4966], [1.0520, -0.7114, 2.7777], [-0.5628, -1.2533, 2.3226], [-0.6175, 1.5910, 3.0192], [-1.5742, 0.2680, 3.6909], [0.0105, 0.6072, 4.3707], [-2.9421, -5.2065, 2.5640], [-2.2515, -5.5647, 1.2609], [-2.0238, -6.9442, 1.0501], [-3.1833, -7.7589, 1.0098], [-4.1660, -7.3899, -0.0881], [-2.3842, -5.5829, 3.4234], [-3.0262, -4.1209, 2.6443], [-3.9545, -5.6071, 2.6195], [-1.2565, -5.1112, 1.2513], [-2.8003, -5.1299, 0.4168], [-3.6852, -7.7630, 1.9842], [-2.8069, -8.7685, 0.8442], [-4.5814, -6.3909, 0.0502], [-4.9976, -8.0953, -0.0914], [-3.6794, -7.4220, -1.0641], [-4.8025, -0.1918, 3.0217], [-4.9687, -1.6090, 2.5044], [-5.1192, -2.5936, 3.5198], [-6.2276, -2.4333, 4.3861], [-7.5745, -2.4452, 3.6840], [-3.9486, -0.1242, 3.6966], [-4.6359, 0.4860, 2.1843], [-5.6853, 0.1553, 3.5612], [-4.0752, -1.9069, 1.9539], [-5.8045, -1.6571, 1.7974], [-6.1199, -1.5228, 4.9873], [-6.1657, -3.2761, 5.0758], [-7.6861, -1.6068, 2.9957], [-8.3760, -2.3772, 4.4206], [-7.7014, -3.3677, 3.1156], [0.7437, -4.4222, 4.8798], [0.4950, -3.1132, 5.6097], [-0.5408, -2.3267, 5.0489], [-1.8273, -2.9212, 5.0042], [-2.3917, -3.2988, 6.3615], [0.9702, -4.2371, 3.8282], [1.5896, -4.9429, 5.3301], [-0.1181, -5.0892, 4.9272], [1.3845, -2.4844, 5.5509], [0.3074, -3.2981, 6.6737], [-1.8297, -3.7910, 4.3356], [-2.4623, -2.1666, 4.5390], [-1.7955, -4.0671, 6.8560], [-3.4026, -3.6900, 6.2417], [-2.4298, -2.4269, 7.0160], [5.2289, 0.1471, 3.2759], [5.0135, 1.3861, 2.4243], [3.6524, 1.7307, 2.2397], [2.9079, 2.0206, 3.4112], [3.4464, 3.1900, 4.2157], [4.7018, -0.7075, 2.8478], [6.2924, -0.0893, 3.3236], [4.8741, 0.2852, 4.2981], [5.3951, 1.2108, 1.4171], [5.5755, 2.2339, 2.8326], [2.8202, 1.1283, 4.0428], [1.9050, 2.2489, 3.0503], [4.4445, 2.9948, 4.6104], [2.7887, 3.3873, 5.0628], [3.4968, 4.0877, 3.5979]],
  "gap_ev": 9.32,
  "e_homo_ha": -0.323,
  "smiles": "CCOCCOC[C@@]1(CC[C@@H](C)CCC=C(C)C)C(=O)O[C@H](B(O)OC)[C@]1(CCC(F)=C(F)F)COCC.CCOCC.CCOCC.CCOCC.CCOCC",
  "energy_ev": -77335.2359
}

No. 2
{
  "formula": "C18H39BI2O12S",
  "method": "ωB97M-V with the def2-TZVPD basis set",
  "elements": ["C", "C", "I", "C", "I", "C", "C", "B", "O", "O", "C", "O", "S", "O", "O", "O", "H", "H", "H", "H", "H", "H", "H", "H", "H", "C", "O", "C", "C", "O", "C", "H", "H", "H", "H", "H", "H", "H", "H", "H", "H", "C", "O", "C", "C", "O", "C", "H", "H", "H", "H", "H", "H", "H", "H", "H", "H", "C", "O", "C", "C", "O", "C", "H", "H", "H", "H", "H", "H", "H", "H", "H", "H"],
  "coordinates": [[0.8415, -1.0305, 3.0863], [0.4956, -0.6114, 1.6784], [0.1440, -2.2784, 0.4427], [0.3953, 0.6610, 1.2621], [-0.0890, 1.0972, -0.7473], [0.6353, 1.8445, 2.2201], [2.0545, 1.9972, 2.7312], [3.1860, 1.8633, 1.6211], [3.0361, 2.3689, 0.3639], [4.3763, 1.2434, 1.9038], [-0.3689, 1.8980, 3.4246], [-1.0881, 3.1405, 3.3561], [-1.1184, 3.5925, 1.8294], [-2.1214, 2.8407, 1.1638], [-1.1690, 5.0031, 1.7344], [0.3394, 3.0805, 1.5010], [0.9755, -2.0976, 3.1532], [1.7934, -0.5850, 3.3471], [0.0959, -0.6948, 3.7953], [2.2706, 1.2783, 3.5110], [2.1121, 2.9714, 3.2131], [3.8988, 2.6568, 0.0565], [4.4738, 1.0653, 2.8384], [-1.0767, 1.0830, 3.4634], [0.2162, 1.9659, 4.3306], [2.2653, -2.7714, -3.9136], [1.2383, -3.4387, -3.2028], [0.0349, -3.5608, -3.9449], [-0.1412, -4.9566, -4.4971], [0.8280, -5.2542, -5.4898], [1.8784, -6.0772, -5.0183], [3.1834, -2.8727, -3.3375], [2.4177, -3.2074, -4.9041], [2.0319, -1.7062, -4.0157], [0.0019, -2.8248, -4.7531], [-0.7920, -3.3463, -3.2592], [-1.1249, -5.0263, -4.9724], [-0.1039, -5.6917, -3.6875], [1.5198, -7.0973, -4.8420], [2.3168, -5.6832, -4.0980], [2.6461, -6.1058, -5.7895], [-1.6298, -3.8751, 5.3644], [-1.5624, -3.6157, 3.9742], [-2.3311, -4.5300, 3.2025], [-3.6279, -3.9092, 2.7392], [-4.5051, -3.6541, 3.8259], [-4.5371, -2.2922, 4.2101], [-1.1589, -3.0388, 5.8799], [-2.6632, -3.9651, 5.7078], [-1.0832, -4.7914, 5.6126], [-2.5228, -5.4459, 3.7686], [-1.7342, -4.7933, 2.3236], [-4.1353, -4.6123, 2.0711], [-3.4289, -2.9919, 2.1773], [-5.0485, -1.6889, 3.4526], [-3.5309, -1.8954, 4.3697], [-5.0936, -2.2258, 5.1435], [-0.6200, 6.9001, -4.4009], [-0.0579, 7.2017, -3.1384], [-0.4965, 6.3277, -2.1065], [0.5513, 5.2948, -1.7669], [0.7564, 4.3805, -2.8351], [1.9333, 4.6374, -3.5744], [-0.1051, 7.5065, -5.1446], [-0.4946, 5.8447, -4.6561], [-1.6856, 7.1536, -4.4190], [-1.4337, 5.8383, -2.3862], [-0.6866, 6.9401, -1.2201], [0.2054, 4.7137, -0.9062], [1.4912, 5.7812, -1.4899], [2.8218, 4.3897, -2.9824], [1.9897, 5.6815, -3.8932], [1.9146, 4.0005, -4.4576]],
  "gap_ev": 8.74,
  "e_homo_ha": -0.321,
  "energy_ev": -71578.9019
}

No. 3
{
  "formula": "C18H16N6OS",
  "method": "ωB97M-V with the def2-TZVPD basis set",
  "elements": ["C", "H", "H", "H", "C", "N", "C", "N", "N", "C", "C", "C", "C", "N", "C", "C", "H", "H", "H", "H", "S", "C", "C", "N", "C", "C", "C", "C", "C", "C", "C", "O", "N", "H", "H", "H", "H", "H", "H", "H", "H", "H"],
  "coordinates": [[-2.0297, -1.4479, 2.1330], [-1.1126, -0.9245, 2.3973], [-2.3390, -2.0560, 2.9785], [-2.7985, -0.7030, 1.9448], [-1.8253, -2.3468, 0.9176], [-1.1940, -1.6504, -0.1777], [-0.0109, -1.9858, -0.7743], [0.3360, -1.0978, -1.6651], [-0.5958, -0.1463, -1.6606], [-1.5186, -0.4640, -0.7862], [-2.6855, 0.3675, -0.5423], [-3.9660, -0.1495, -0.3573], [-5.0089, 0.7399, -0.1553], [-4.8573, 2.0521, -0.1286], [-3.6438, 2.5416, -0.3210], [-2.5265, 1.7527, -0.5353], [-1.5496, 2.1802, -0.6925], [-3.5675, 3.6205, -0.2999], [-6.0196, 0.3828, -0.0062], [-4.1555, -1.2111, -0.3912], [0.9696, -3.3494, -0.2951], [2.6144, -2.5471, -0.4358], [2.5315, -1.1277, 0.0226], [3.0624, -0.2077, -0.6858], [2.8404, 1.0980, -0.3277], [3.4099, 2.1151, -1.0991], [3.1419, 3.4328, -0.8061], [2.3014, 3.7714, 0.2540], [1.7345, 2.7845, 1.0279], [2.0053, 1.4429, 0.7535], [1.4242, 0.3841, 1.5665], [0.6614, 0.5121, 2.5038], [1.8186, -0.8859, 1.1654], [1.4436, -1.6671, 1.6950], [1.0809, 3.0165, 1.8557], [2.0957, 4.8099, 0.4655], [3.5810, 4.2156, -1.4069], [4.0445, 1.8353, -1.9243], [2.9417, -2.5696, -1.4732], [3.2784, -3.1490, 0.1860], [-1.1692, -3.1856, 1.1711], [-2.7812, -2.7614, 0.5819]],
  "de_lowest_kcal_mol": 0.0,
  "gap_ev": 9.04,
  "e_homo_ha": -0.321,
  "smiles": "CCn1c(SCc2nc3ccccc3c(=O)[nH]2)nnc1-c1ccncc1",
  "energy_ev": -40749.9491
}

No. 4
{
  "formula": "C3H8N2O",
  "method": "ωB97M-V with the def2-TZVPD basis set",
  "elements": ["C", "N", "C", "C", "O", "N", "H", "H", "H", "H", "H", "H", "H", "H"],
  "coordinates": [[-1.5592, -1.3234, 0.3597], [-0.4952, -0.4133, 0.1805], [0.1758, 1.6893, -0.2893], [0.7209, -0.7948, 0.1445], [1.4248, -1.7856, 0.2822], [1.4278, 0.5723, -0.2215], [-1.1876, -2.3446, 0.4671], [-2.1247, -1.0344, 1.2537], [-2.2408, -1.2553, -0.5041], [0.6724, 2.4811, -0.8186], [-0.7977, 1.5001, -0.7930], [-0.0753, 1.9549, 0.7423], [1.9693, 0.4190, -1.0892], [2.1629, 0.7344, 0.4942]],
  "de_lowest_kcal_mol": 74.6,
  "gap_ev": 8.78,
  "e_homo_ha": -0.303,
  "smiles": "C/N=C(\\[O-])[NH2+]C",
  "energy_ev": -8266.0906
}

No. 5
{
  "formula": "C5H11NO2",
  "method": "ωB97M-V with the def2-TZVPD basis set",
  "elements": ["C", "C", "C", "O", "H", "H", "H", "H", "H", "H", "C", "N", "C", "O", "H", "H", "H", "H", "H"],
  "coordinates": [[0.7692, -0.7364, -0.4034], [1.7710, -1.8187, -0.1958], [0.4365, 1.3863, 1.1466], [0.6238, 2.5038, 0.7118], [0.2268, 1.1661, 2.2076], [1.0783, 0.4727, 0.6575], [0.9256, -0.0708, -1.2456], [1.6170, -2.3393, 0.7501], [2.7849, -1.4189, -0.2371], [1.6743, -2.5486, -1.0033], [-1.5734, 1.3502, -0.7541], [-1.1230, 0.5617, 0.3983], [-0.6267, -0.8418, 0.0661], [-0.9684, -1.4185, -1.0809], [-1.8513, 0.5120, 1.1026], [-0.7446, -1.4278, 0.9955], [-0.7071, 1.7880, -1.2495], [-2.2042, 2.1661, -0.4075], [-2.1085, 0.7137, -1.4587]],
  "de_lowest_kcal_mol": 117.9,
  "gap_ev": 8.35,
  "e_homo_ha": -0.313,
  "energy_ev": -10944.1549
}

No. 6
{
  "formula": "CH3INOP",
  "method": "ωB97M-V with the def2-TZVPD basis set",
  "elements": ["C", "N", "O", "P", "I", "H", "H", "H"],
  "coordinates": [[0.7864, 0.4978, 0.0821], [0.0823, -0.5949, -0.0681], [0.5965, 1.5730, 0.4262], [-1.6816, -0.6374, -0.0450], [3.3918, -0.3426, -0.0473], [0.6722, -1.2782, -0.5120], [-1.9383, 0.5090, -0.7753], [-1.9094, 0.2733, 0.9395]],
  "de_lowest_kcal_mol": 22.8,
  "gap_ev": 7.91,
  "e_homo_ha": -0.333,
  "energy_ev": -22011.5590
}

No. 7
{
  "formula": "CH6ClNOP4",
  "method": "ωB97M-V with the def2-TZVPD basis set",
  "elements": ["C", "N", "O", "P", "P", "P", "P", "Cl", "H", "H", "H", "H", "H", "H"],
  "coordinates": [[1.1495, -1.0838, 0.9796], [0.5273, -0.1454, 0.6409], [-3.4756, -1.2337, 0.0021], [1.3770, 2.1286, -0.8697], [-2.0142, -1.3657, 0.1357], [-0.6801, 1.6631, -1.2612], [-1.1219, 0.5699, 0.4016], [3.0977, -0.2676, 0.0574], [1.3872, -1.9862, 1.4636], [1.6880, 1.2539, -1.8113], [1.7951, 1.5704, 0.3368], [-1.3371, -2.2087, -0.6970], [-1.3143, -1.8596, 1.2794], [-1.0788, 2.9648, -0.6580]],
  "de_lowest_kcal_mol": 30.5,
  "gap_ev": 7.95,
  "e_homo_ha": -0.331,
  "energy_ev": -54345.2732
}

No. 8
{
  "formula": "C6H40NO18S",
  "method": "ωB97M-V with the def2-TZVPD basis set",
  "elements": ["C", "O", "C", "C", "N", "H", "H", "C", "C", "O", "C", "H", "H", "H", "H", "H", "H", "H", "H", "H", "H", "H", "H", "H", "H", "S", "O", "O", "O", "O", "O", "H", "H", "O", "H", "H", "O", "H", "H", "O", "H", "H", "O", "H", "H", "O", "H", "H", "O", "H", "H", "O", "H", "H", "O", "H", "H", "O", "H", "H", "O", "H", "H", "O", "H", "H"],
  "coordinates": [[-55.3160, 47.7172, -10.4104], [-55.3516, 46.2969, -10.0884], [-55.9154, 46.0718, -8.7765], [-55.2109, 44.7925, -8.3678], [-55.4088, 44.5925, -6.8992], [-56.3266, 44.8971, -6.5732], [-55.2670, 43.5371, -6.7205], [-54.3154, 45.2353, -6.0838], [-54.5561, 45.1875, -4.5831], [-53.7579, 46.2135, -3.9501], [-53.7002, 46.0188, -2.6015], [-54.8514, 47.8721, -11.4443], [-54.6658, 48.1982, -9.9112], [-56.4275, 48.2109, -10.4511], [-56.9188, 46.2461, -8.8380], [-55.7476, 46.9697, -8.0617], [-54.2839, 44.1510, -8.7544], [-55.8644, 44.0837, -8.6503], [-54.2401, 46.3960, -6.3745], [-53.3480, 44.6733, -6.3664], [-54.3241, 44.0663, -4.1708], [-55.4918, 45.5428, -4.2317], [-53.0395, 45.1239, -2.0532], [-54.5904, 45.8820, -1.9994], [-53.3358, 47.0785, -2.1231], [-58.3767, 44.7473, -6.1949], [-59.0473, 43.8282, -7.0789], [-57.8226, 44.0362, -5.1030], [-57.4052, 45.5484, -6.9246], [-59.4450, 45.6608, -5.6731], [-58.2951, 41.0284, -7.9169], [-58.1863, 41.5102, -8.8229], [-58.6215, 41.6236, -7.3570], [-60.8092, 42.1403, -6.6378], [-61.1392, 42.2136, -5.8014], [-60.1992, 42.7319, -6.7647], [-59.2681, 46.5805, -3.8116], [-59.1124, 47.3220, -4.3805], [-59.1557, 45.9900, -4.6369], [-61.7295, 45.4181, -4.5767], [-60.9999, 45.4760, -5.1269], [-62.3067, 45.6074, -5.2967], [-57.1493, 44.8335, -2.7248], [-57.6316, 44.6666, -3.6887], [-56.9440, 45.8320, -2.4807], [-57.1405, 48.2108, -6.4901], [-57.3209, 47.2775, -6.7094], [-57.8520, 48.4607, -5.9172], [-55.9869, 42.1977, -4.8856], [-56.5746, 42.8650, -4.6232], [-56.0499, 41.3965, -4.4168], [-60.4990, 47.4553, -7.0258], [-59.9569, 46.7508, -6.3597], [-60.6980, 46.8956, -7.7187], [-59.8916, 42.6667, -3.8053], [-59.9480, 43.1412, -2.9533], [-59.1849, 43.1903, -4.1681], [-59.3567, 48.6687, -5.4791], [-59.5935, 49.6701, -5.5723], [-59.8455, 48.4503, -6.3404], [-60.9261, 44.3496, -8.6758], [-60.2433, 44.1622, -7.9661], [-61.3313, 43.4984, -8.6267], [-57.9856, 43.3864, -9.4226], [-58.5362, 43.6460, -8.5336], [-58.7789, 43.1454, -9.9852]],
  "de_lowest_kcal_mol": 109.7,
  "gap_ev": 8.48,
  "e_homo_ha": -0.222,
  "charge": -1,
  "energy_ev": -56044.2939
}